Record 1
{
  "formula": "C11H15NNiP",
  "method": "wB97M-V/def2-TZVPD",
  "e_above_lowest_kcal_mol": 18.00,
  "e_lumo_ev": [3.38, 3.31],
  "spin_multiplicity": 3,
  "charge": -1,
  "energy_ha": -2332.28935,
  "gap_ev": [3.66, 5.88],
  "species": ["C", "C", "C", "C", "C", "Ni", "P", "H", "H", "H", "H", "H", "H", "H", "H", "N", "C", "C", "C", "C", "C", "C", "H", "H", "H", "H", "H", "H", "H"],
  "positions_angstrom": [[-2.6973, -0.1560, -0.4632], [-3.3105, 1.0852, -0.9994], [-3.7097, 1.9050, 0.1147], [-3.1388, 1.2993, 1.3027], [-2.4578, 0.1000, 0.9249], [-1.8827, 1.8566, 0.0321], [-1.1658, 0.3114, -1.6873], [-2.8399, -1.1568, -0.8499], [-3.5953, 1.2818, -2.0269], [-4.4111, 2.7156, 0.1005], [-1.9311, -0.5547, 1.6254], [-3.3817, 1.5264, 2.3343], [-0.5825, 1.4550, -1.0606], [-1.4555, 0.5924, -3.0735], [-0.2713, -0.8158, -1.7500], [0.7031, 0.1127, 1.1439], [1.8736, -0.4556, 0.7049], [1.9563, -1.8526, 0.5492], [3.1288, -2.4052, 0.0361], [4.1941, -1.5720, -0.3360], [4.1118, -0.1837, -0.1541], [2.9493, 0.3839, 0.3615], [-0.0203, -0.4878, 1.5251], [0.7212, 1.0602, 1.5054], [1.1066, -2.4769, 0.8481], [3.2106, -3.4896, -0.0614], [5.0961, -2.0072, -0.7615], [4.9522, 0.4662, -0.4005], [2.8473, 1.4622, 0.5154]]
}

---

Record 2
{
  "formula": "C11H15NO3",
  "method": "wB97M-V/def2-TZVPD",
  "e_above_lowest_kcal_mol": 112.36,
  "e_lumo_ev": [0.58, 0.58],
  "energy_ha": -708.45855,
  "gap_ev": [8.50, 8.50],
  "species": ["C", "C", "C", "C", "C", "C", "C", "C", "C", "C", "C", "N", "O", "O", "O", "H", "H", "H", "H", "H", "H", "H", "H", "H", "H", "H", "H", "H", "H", "H"],
  "positions_angstrom": [[-2.4110, 1.3791, -0.7275], [-2.1940, 0.0917, -0.9842], [-1.5165, 1.9210, 0.2633], [-1.4957, 3.1101, 0.8380], [4.2935, -0.0179, 0.1486], [3.1871, 0.6409, -0.2006], [1.9072, 0.4385, 0.3989], [-0.4420, 0.7088, 0.5802], [-1.0957, -0.5114, -0.1369], [-0.4510, -2.0571, -1.8651], [-0.9678, -2.0956, 1.6765], [0.8389, 1.0538, -0.0320], [0.8214, 1.8853, -0.9712], [-0.0712, -1.1782, -0.8262], [-1.7680, -1.3801, 0.7569], [-3.1699, 1.9795, -1.1988], [-2.7628, -0.5267, -1.6517], [-0.7590, 3.3867, 1.5707], [-2.2245, 3.8569, 0.5680], [5.2315, 0.1668, -0.3412], [4.2907, -0.7593, 0.9311], [3.2064, 1.3714, -0.9967], [1.7890, -0.2706, 1.2012], [-0.3345, 0.5521, 1.6514], [0.4596, -2.5908, -2.1328], [-0.8133, -1.5034, -2.7352], [-1.2127, -2.7689, -1.5331], [-0.7564, -1.5043, 2.5746], [-0.0296, -2.4075, 1.2124], [-1.5498, -2.9708, 1.9615]]
}

---

Record 3
{
  "formula": "C11H15NO5SV",
  "method": "wB97M-V/def2-TZVPD",
  "e_above_lowest_kcal_mol": 0.00,
  "e_lumo_ev": -12.04,
  "charge": 3,
  "energy_ha": -2200.28186,
  "gap_ev": 6.11,
  "species": ["V", "N", "C", "C", "O", "O", "H", "H", "H", "H", "O", "C", "O", "C", "C", "C", "C", "C", "C", "H", "H", "H", "H", "H", "C", "S", "C", "O", "H", "H", "H", "H", "H", "H"],
  "positions_angstrom": [[1.6593, -0.2956, -1.5469], [2.1753, 1.5083, -0.6476], [1.7956, 2.6723, -1.5190], [1.0049, 2.1946, -2.7264], [0.5514, 2.8062, -3.6010], [0.8937, 0.7547, -2.6509], [1.6940, 1.5757, 0.2494], [3.1720, 1.5532, -0.4242], [2.6851, 3.1901, -1.8773], [1.1955, 3.3925, -0.9648], [-1.8645, 1.0455, 1.5009], [-2.8421, 0.8479, 2.0336], [0.6397, -0.9361, -0.6097], [-4.0318, 0.6389, 2.6856], [-4.6280, -0.6468, 2.6623], [-5.8193, -0.8122, 3.3225], [-6.4028, 0.2689, 3.9888], [-5.8101, 1.5334, 4.0097], [-4.6182, 1.7408, 3.3610], [-4.1555, -1.4670, 2.1396], [-6.3047, -1.7780, 3.3267], [-7.3433, 0.1217, 4.5047], [-6.2869, 2.3490, 4.5349], [-4.1380, 2.7100, 3.3610], [4.5735, -3.4237, -1.4684], [3.7515, -2.5478, -2.7769], [5.1062, -1.7975, -3.6450], [3.0831, -1.3009, -2.0114], [5.0519, -4.2822, -1.9489], [3.8125, -3.7848, -0.7784], [5.3120, -2.7884, -0.9834], [5.6106, -2.6215, -4.1588], [5.7830, -1.3024, -2.9513], [4.6943, -1.1190, -4.3904]]
}

---

Record 4
{
  "formula": "C11H15OP",
  "method": "wB97M-V/def2-TZVPD",
  "e_above_lowest_kcal_mol": 46.30,
  "e_lumo_ev": 0.60,
  "energy_ha": -844.61565,
  "gap_ev": 9.64,
  "species": ["C", "C", "C", "C", "C", "C", "C", "C", "C", "C", "C", "O", "P", "H", "H", "H", "H", "H", "H", "H", "H", "H", "H", "H", "H", "H", "H", "H"],
  "positions_angstrom": [[-0.2433, -1.3112, -0.3421], [-1.8970, 0.9884, -0.6358], [1.1030, -1.2474, -1.0247], [-1.5110, -0.4292, -0.0879], [-3.2645, 1.4833, -0.6855], [0.9981, -0.7786, 0.3602], [0.8143, 0.7167, 0.6771], [1.7876, -1.5075, -2.1057], [-2.6912, -1.3314, 0.2274], [1.3099, 1.6276, -0.4426], [1.5373, 1.0632, 1.9805], [-3.6668, 2.2340, -1.5392], [-1.0617, 0.9435, 1.0680], [-0.5164, -2.3441, -0.1436], [-3.9247, 1.1687, 0.1454], [1.4813, -1.3466, 1.1477], [1.3168, -1.8952, -2.9947], [2.8567, -1.3717, -2.1425], [-1.2903, 1.3570, -1.4605], [-3.4994, -0.7830, 0.7029], [-2.3935, -2.1289, 0.9070], [-3.0730, -1.7825, -0.6878], [1.0100, 2.6573, -0.2529], [0.9258, 1.3195, -1.4116], [2.3976, 1.5904, -0.4904], [1.1476, 0.4657, 2.8047], [1.3952, 2.1139, 2.2258], [2.6043, 0.8691, 1.8873]]
}

---

Record 5
{
  "formula": "C11H16",
  "method": "wB97M-V/def2-TZVPD",
  "e_above_lowest_kcal_mol": 0.00,
  "e_lumo_ev": 1.03,
  "energy_ha": -428.67459,
  "gap_ev": 9.49,
  "species": ["C", "C", "C", "C", "C", "C", "C", "C", "C", "C", "C", "H", "H", "H", "H", "H", "H", "H", "H", "H", "H", "H", "H", "H", "H", "H", "H"],
  "positions_angstrom": [[-1.6394, -1.5416, 0.1568], [-0.5717, -1.7495, -0.6081], [-2.3798, 1.0055, 0.1221], [-1.0454, 1.7487, -0.1072], [-1.6087, -0.1738, 0.7682], [0.2934, -0.5408, -0.7279], [-0.3353, 0.4546, 0.2256], [1.0447, -0.0449, 0.5075], [0.7841, -0.2337, -2.1220], [1.2662, -0.9748, 1.6808], [2.2028, 0.9086, 0.2978], [-2.4124, -2.2587, 0.3775], [-0.3538, -2.6513, -1.1560], [-3.0976, 1.5070, 0.7674], [-2.8662, 0.7215, -0.8083], [-0.8829, 2.1420, -1.1100], [-0.8668, 2.5406, 0.6203], [-1.7183, -0.2053, 1.8533], [1.1575, 0.7829, -2.1996], [-0.0314, -0.3526, -2.8345], [1.5852, -0.9167, -2.4025], [1.2795, -0.4092, 2.6123], [2.2233, -1.4840, 1.5762], [0.4819, -1.7242, 1.7418], [2.4952, 1.3398, 1.2540], [1.9325, 1.7236, -0.3677], [3.0635, 0.3863, -0.1178]]
}

---

Record 6
{
  "formula": "C11H16BClCoN6",
  "method": "wB97M-V/def2-TZVPD",
  "e_above_lowest_kcal_mol": 13.81,
  "e_lumo_ev": [-0.21, -0.31],
  "spin_multiplicity": 4,
  "energy_ha": -2625.04509,
  "gap_ev": [8.05, 8.21],
  "species": ["H", "N", "B", "N", "C", "Co", "H", "C", "H", "C", "H", "C", "H", "H", "H", "N", "N", "N", "N", "C", "C", "H", "H", "C", "C", "C", "C", "H", "H", "H", "H", "H", "Cl", "C", "H", "H"],
  "positions_angstrom": [[-4.3770, -0.4824, 0.1961], [-2.5959, -1.2867, -0.6863], [-0.4570, -2.7929, -0.9979], [-1.8957, -2.4748, -0.4689], [-2.7394, -3.3334, 0.1422], [-2.4326, -0.0258, -1.9650], [-2.4765, -4.3751, 0.2542], [-3.9078, -2.6674, 0.4949], [-4.7671, -3.0854, 0.9817], [-3.7587, -1.3525, 0.0457], [-0.5459, -3.9292, -1.4402], [3.2352, 1.7541, 1.0809], [3.4394, 2.7387, 0.6356], [2.3250, 1.3325, 0.6309], [4.0813, 1.0830, 0.8760], [0.7611, -2.9076, 0.0746], [-0.2191, -1.9045, -2.2609], [1.2733, -1.8708, 0.8390], [-0.8616, -0.7004, -2.5286], [1.4529, -4.0624, 0.3693], [0.5291, -2.2040, -3.3454], [1.2317, -4.9877, -0.1327], [0.9782, -3.1782, -3.4428], [2.3978, -3.7752, 1.3566], [0.5310, -1.1238, -4.2201], [2.2432, -2.3951, 1.6219], [-0.2634, -0.1453, -3.6333], [3.1005, -4.4415, 1.8302], [1.0245, -1.0629, -5.1743], [2.7966, -1.7917, 2.3451], [-0.4147, 0.8939, -3.8975], [3.1057, 1.8569, 2.1334], [-0.4437, 1.9519, -1.1448], [-2.1839, 1.6526, -1.0818], [-2.4757, 1.5609, -0.0334], [-2.7037, 2.4931, -1.5806]]
}

---

Record 7
{
  "formula": "C11H16Br2N3O",
  "method": "wB97M-V/def2-TZVPD",
  "e_lumo_ev": -4.41,
  "charge": 1,
  "energy_ha": -5815.75841,
  "gap_ev": 7.90,
  "species": ["C", "C", "C", "N", "C", "C", "N", "N", "C", "Br", "C", "C", "Br", "H", "H", "H", "H", "H", "H", "H", "H", "C", "C", "C", "O", "H", "H", "H", "H", "H", "H", "H", "H"],
  "positions_angstrom": [[6.0254, -0.8697, 0.5117], [4.8252, -0.4397, 0.1411], [3.3105, 0.0983, 0.3097], [3.0406, 1.5304, 0.3895], [1.5501, 1.5382, 0.5554], [0.9983, 0.0461, 0.5863], [-0.3910, -0.4269, 0.7685], [2.1967, -0.8347, 0.3880], [2.1950, -2.3293, 0.2997], [2.0399, -3.3068, 2.0233], [2.2994, -2.9824, -0.9959], [2.4542, -2.0445, -2.3163], [2.2287, -4.9610, -1.0288], [7.0458, -1.2633, 0.9052], [3.6909, 2.3319, 0.3320], [0.9593, 2.5186, 0.6400], [-0.7712, -0.0788, 1.6814], [-0.3270, -1.4621, 0.9155], [2.0951, -2.5944, -3.2754], [1.7951, -1.0834, -2.2358], [3.5770, -1.7482, -2.4409], [-4.5401, 2.7674, -0.1560], [-3.7252, 1.6017, 0.3814], [-4.1495, 0.2880, -0.2560], [-3.8939, 1.5177, 1.7952], [-5.6044, 2.6352, 0.0652], [-4.2325, 3.7030, 0.3197], [-4.4187, 2.8684, -1.2380], [-2.6620, 1.7771, 0.1896], [-5.2000, 0.0686, -0.0386], [-3.5633, -0.5424, 0.1487], [-4.0161, 0.3146, -1.3409], [-4.8323, 1.3624, 1.9754]]
}